Below is a cluster of 2 separate species, C3H7NOS in total in a non-equilibrium geometry, with properties calculated with ωB97M-V/def2-TZVPD.

Last columns: bonded neighbours and bond lengths (Å).
Element x y z (Å)
1 H 0.655 -2.013 -1.380  C2 1.148
2 C -0.017 -1.316 -0.765  H1 1.148, C7 1.475, H8 1.110, H12 1.048
3 N -2.909 0.536 -0.204  C13 1.130
4 O 2.484 1.108 0.941  H5 0.959, S6 1.631
5 H 2.440 2.062 1.025  O4 0.959
6 S 1.590 0.616 -0.330  O4 1.631, C7 1.794
7 C 0.731 -0.785 0.391  C2 1.475, S6 1.794, H9 1.146, H11 1.116
8 H -0.489 -0.484 -1.326  C2 1.110
9 H -0.118 -0.552 1.125  C7 1.146
10 H -2.458 2.632 0.093  C13 1.049
11 H 1.469 -1.440 0.913  C7 1.116
12 H -0.805 -1.954 -0.502  C2 1.048
13 C -2.573 1.591 0.018  N3 1.130, H10 1.049

Summary:
Kohn-Sham gap (spin up / spin down)   5.54 / 9.09 eV
Spin multiplicity   3
E_HOMO (spin up / spin down)   -0.173 / -0.401 hartree
Charge   0
M   105.16 g/mol
LUMO energy (spin up / spin down)   0.82 / -1.81 eV